Below is a structure of composition C22H34N6O2Sr in a non-equilibrium geometry, with properties calculated with ωB97M-V/def2-TZVPD.

XYZ file:
```
65
C22H34N6O2Sr ωB97M-V/def2-TZVPD
Sr 0.260 0.841 0.324
O 0.000 -0.112 2.225
C 0.213 0.200 3.454
C 0.457 -0.807 4.430
C 0.694 -0.509 5.747
C 0.695 0.819 6.197
C 0.456 1.821 5.290
C 0.215 1.554 3.931
C -0.024 2.675 3.061
N -0.297 2.605 1.813
C -0.423 3.835 1.063
C 0.859 4.065 0.256
N 1.199 2.877 -0.496
C 1.898 2.990 -1.561
C 2.460 1.897 -2.315
C 3.012 2.189 -3.576
C 3.617 1.232 -4.351
C 3.711 -0.076 -3.852
C 3.204 -0.395 -2.619
C 2.545 0.560 -1.788
O 2.060 0.215 -0.657
H 0.449 -1.835 4.088
H 0.887 -1.309 6.452
H 0.876 1.045 7.239
H 0.446 2.854 5.623
H 0.024 3.664 3.543
H -0.590 4.706 1.712
H -1.267 3.746 0.369
H 1.668 4.259 0.970
H 0.754 4.956 -0.379
H 2.130 3.993 -1.952
H 2.943 3.209 -3.941
H 4.025 1.481 -5.322
H 4.197 -0.840 -4.447
H 3.286 -1.403 -2.227
N -2.392 1.056 -0.218
C -2.727 1.305 -1.623
C -1.847 0.427 -2.504
N -0.449 0.682 -2.166
H -2.703 0.131 0.053
H -2.858 1.715 0.396
H -2.518 2.356 -1.842
H -3.781 1.118 -1.860
H -2.086 0.614 -3.558
H -2.054 -0.619 -2.281
H -0.148 1.582 -2.527
H 0.164 -0.011 -2.580
C -0.358 -4.479 -1.319
C -1.493 -3.848 -0.519
C -2.835 -4.207 -1.157
C -1.459 -4.332 0.934
N -1.391 -2.375 -0.614
N -0.168 -1.796 -0.182
H -0.527 -5.551 -1.422
H 0.606 -4.338 -0.828
H -0.312 -4.039 -2.317
H -2.985 -5.287 -1.160
H -2.866 -3.842 -2.184
H -3.660 -3.750 -0.604
H -1.602 -5.413 0.983
H -2.255 -3.857 1.513
H -0.504 -4.098 1.408
H -2.110 -1.987 -0.013
H 0.561 -2.023 -0.846
H 0.120 -2.138 0.734
```

Its highest occupied orbital energy is -0.2644 Ha. The energy relative to the best compared isomer or geometry (same formula, charge and spin) is 28.4 kcal/mol. As for the total charge: 0. Its total energy is -1368.5167 Eh.